Below is an isolated molecule of C3H7N3O, with properties calculated with wB97M-V/def2-TZVPD.

Properties
total charge = 0
multiplicity = 1
SMILES = [H]/N=C/NC(=O)NC
M = 101.1 g mol⁻¹
lowest unoccupied orbital energy = 0.7811 eV
E_tot = -358.04621 hartree

CARTESIAN COORDINATES (ANGSTROEM)
H -4.101978 -0.410945 -0.513922
N -3.353208 -0.293430 0.163787
C -2.245214 -0.143387 -0.438211
N -1.084515 0.029538 0.290592
C 0.172531 0.073891 -0.305326
O 0.321956 0.081544 -1.515766
N 1.195554 0.103177 0.595067
C 2.578423 0.143728 0.180513
H -2.063539 -0.133693 -1.514827
H -1.192766 -0.004641 1.294734
H 0.992905 0.092299 1.581290
H 2.603068 0.112987 -0.908994
H 3.126105 -0.721181 0.570007
H 3.050679 1.070113 0.521062

Force components x, y, z for each atom (eV/Å):
H 0.040 0.025 0.076
N 0.186 0.030 -0.267
C -0.070 -0.015 0.043
N -0.095 -0.035 0.029
C 0.045 -0.022 -0.124
O -0.044 -0.008 0.401
N -0.141 -0.023 0.018
C 0.147 0.023 -0.071
H -0.095 -0.012 0.120
H 0.049 0.000 -0.111
H -0.038 -0.002 -0.145
H -0.010 0.016 0.134
H -0.032 0.173 -0.047
H 0.058 -0.150 -0.056